{
  "formula": "C32H45N4O2Pt",
  "method": "ωB97M-V/def2-TZVPD",
  "elements": ["Pt", "O", "O", "N", "N", "N", "N", "C", "C", "C", "C", "C", "C", "C", "C", "C", "C", "C", "C", "C", "C", "C", "C", "C", "C", "C", "C", "C", "C", "C", "C", "C", "C", "C", "C", "C", "C", "C", "C", "H", "H", "H", "H", "H", "H", "H", "H", "H", "H", "H", "H", "H", "H", "H", "H", "H", "H", "H", "H", "H", "H", "H", "H", "H", "H", "H", "H", "H", "H", "H", "H", "H", "H", "H", "H", "H", "H", "H", "H", "H", "H", "H", "H", "H"],
  "xyz": [[-0.090500, -2.201450, -0.005001], [1.876521, -1.967543, 0.020946], [-2.067709, -1.922054, -0.052227], [-0.078514, -4.248388, 0.025002], [2.085457, -7.114306, -0.096599], [-0.189987, -7.018190, 0.004308], [-0.077121, -0.258236, -0.024891], [4.748534, -1.331741, 0.093236], [4.710588, -2.297645, -1.112959], [3.621534, -0.321166, -0.044096], [2.895642, 2.008033, -0.334618], [2.090453, 4.385247, -0.611741], [0.994361, -6.384044, -0.049035], [-2.112882, 4.431944, 0.613334], [-1.250244, -4.907267, 0.112258], [-1.635569, 1.636364, 0.310888], [2.235213, -0.723452, -0.034388], [-4.892633, -2.190014, 1.097159], [6.118521, -0.647115, 0.098155], [1.534722, 1.601644, -0.338377], [-1.325964, 0.308069, 0.076796], [-2.394410, -0.673860, 0.008066], [-6.272867, -0.505354, -0.103830], [-4.787898, -2.003479, -1.424062], [4.612530, -2.113644, 1.416666], [1.188039, 0.283518, -0.118646], [-3.768693, -0.233252, 0.032174], [3.296999, 3.449234, -0.481960], [-4.181585, 3.987205, -0.718908], [-2.984640, 2.079511, 0.327356], [4.110503, 3.866254, 0.767274], [-4.914873, -1.215926, -0.104537], [-1.284147, -6.324340, 0.069845], [1.040550, -4.943467, -0.065990], [-3.346998, 3.531336, 0.498871], [3.883949, 1.029001, -0.189153], [4.187769, 3.606089, -1.734105], [-4.198995, 3.682863, 1.778985], [-3.995471, 1.126499, 0.183699], [-3.627484, 3.854600, -1.649954], [6.891094, -1.407913, 0.198908], [-5.139415, 3.135777, 1.717252], [-5.769211, -2.834298, 1.038864], [-6.371144, 0.183853, -0.944690], [-4.004497, -2.818205, 1.086034], [-2.432111, 5.466854, 0.718669], [-5.656607, -2.650409, -1.537528], [3.653946, 3.304527, -2.637075], [-6.452535, 0.030125, 0.830104], [5.039478, 3.304063, 0.859987], [1.443580, 4.330328, 0.268048], [-3.655551, 3.338130, 2.660440], [-3.895249, -2.626349, -1.437338], [-1.490059, 4.375283, -0.283624], [6.310714, -0.115229, -0.835250], [-4.438472, 4.737081, 1.913040], [-5.017105, 1.471120, 0.205446], [-7.060337, -1.250014, -0.205300], [3.788752, -2.875578, -1.140964], [5.552538, -2.986034, -1.037221], [-5.125286, 3.447983, -0.797426], [6.227520, 0.039324, 0.939312], [-4.413676, 5.045454, -0.608795], [-4.755650, -1.331327, -2.283144], [5.107658, 3.025398, -1.669132], [-2.155729, -4.322394, 0.216488], [-0.856510, 2.346529, 0.540562], [2.006391, -8.132670, -0.100450], [1.512479, 4.172220, -1.515042], [-1.519741, 4.189211, 1.499237], [2.441186, 5.411948, -0.691235], [1.980544, -4.409166, -0.162868], [4.634313, -1.436603, 2.271897], [0.780953, 2.337580, -0.572981], [3.527816, 3.728260, 1.679945], [3.690214, -2.689166, 1.454619], [4.915959, 1.342536, -0.202657], [4.465930, 4.654408, -1.832277], [-2.223530, -6.865436, 0.094385], [4.367884, 4.920721, 0.682616], [5.452586, -2.800664, 1.515370], [3.013483, -6.702006, -0.128503], [4.804286, -1.753654, -2.053799], [-4.929604, -1.653112, 2.046144]],
  "atomic_forces_ev_per_a": [[0.0, 0.9, -0.1], [0.7, -0.2, 0.1], [-0.5, -0.3, 0.0], [-0.4, 0.0, 0.0], [0.0, 0.0, 0.0], [-0.2, -0.9, 0.0], [-0.1, 0.0, 0.0], [0.1, -0.1, 0.0], [0.0, 0.1, 0.1], [0.1, -0.2, 0.0], [0.6, -0.1, 0.0], [0.1, -0.1, 0.0], [-0.2, 0.6, 0.0], [-0.1, -0.1, 0.0], [0.0, 0.1, 0.0], [0.5, -0.1, 0.0], [-0.4, 0.2, 0.0], [0.1, 0.1, -0.1], [0.0, 0.0, 0.0], [-0.6, -0.2, 0.0], [-0.3, -0.2, 0.0], [0.4, 0.3, 0.0], [0.1, 0.0, 0.0], [0.2, 0.1, 0.0], [-0.1, 0.1, -0.1], [0.5, -0.1, 0.1], [-0.1, -0.3, -0.1], [0.0, 0.4, 0.0], [0.1, -0.1, 0.0], [-0.6, -0.2, 0.0], [-0.1, -0.1, 0.0], [-0.2, -0.1, 0.1], [0.3, -0.1, 0.0], [0.5, -0.2, 0.0], [0.0, 0.3, 0.0], [-0.2, 0.1, 0.0], [-0.1, -0.1, 0.0], [0.1, -0.1, 0.0], [0.2, 0.3, 0.0], [0.0, 0.0, 0.0], [0.0, 0.0, 0.0], [0.0, 0.0, 0.0], [0.0, 0.0, 0.0], [0.0, 0.0, 0.0], [0.0, 0.0, 0.0], [0.0, 0.0, 0.0], [0.0, 0.0, 0.0], [0.0, 0.0, 0.0], [0.0, 0.0, 0.0], [0.0, 0.0, 0.0], [0.0, 0.0, 0.0], [0.0, 0.0, 0.0], [0.0, 0.0, 0.0], [0.0, 0.0, 0.0], [0.0, 0.0, 0.0], [0.0, 0.0, 0.0], [0.0, 0.0, 0.0], [0.0, 0.0, 0.0], [0.0, 0.0, 0.0], [0.0, 0.0, 0.0], [0.0, 0.0, 0.0], [0.0, 0.0, 0.0], [0.0, 0.0, 0.0], [0.0, 0.0, 0.0], [0.0, 0.0, 0.0], [0.1, 0.1, -0.1], [0.0, 0.0, 0.0], [0.0, 0.1, 0.0], [0.0, 0.0, 0.0], [0.0, 0.0, 0.0], [0.0, 0.0, 0.0], [-0.1, 0.1, 0.0], [0.0, 0.0, 0.0], [0.0, 0.0, 0.0], [0.0, 0.0, 0.0], [-0.1, 0.0, 0.0], [-0.1, 0.1, 0.0], [0.0, 0.0, 0.0], [0.0, 0.1, 0.0], [0.0, 0.0, 0.0], [0.0, 0.0, 0.0], [0.0, -0.1, 0.0], [0.0, 0.0, 0.0], [0.0, 0.0, 0.0]],
  "lowdin_spin": [0.0719, 0.2258, 0.2284, 0.0002, 0.3203, 0.0699, 0.3429, 0.0151, 0.0120, 0.1511, 0.2050, 0.0014, 0.0704, 0.0015, 0.2720, 0.2570, 0.1820, 0.0147, -0.0002, 0.2335, 0.0838, 0.1808, -0.0001, 0.0118, 0.0097, 0.0798, 0.1686, 0.0250, 0.0138, 0.1944, 0.0163, 0.0181, 0.0334, 0.2375, 0.0224, 0.0615, 0.0182, 0.0169, 0.0715, 0.0000, -0.0002, 0.0003, 0.0019, 0.0002, -0.0002, -0.0002, 0.0011, -0.0001, 0.0001, 0.0002, 0.0005, -0.0001, -0.0001, 0.0006, 0.0001, 0.0027, 0.0001, -0.0002, -0.0002, 0.0016, 0.0002, 0.0002, 0.0019, 0.0001, 0.0002, 0.0103, 0.0099, 0.0047, 0.0000, 0.0000, -0.0002, 0.0070, 0.0001, 0.0089, 0.0000, -0.0001, -0.0003, 0.0028, -0.0008, 0.0023, 0.0009, 0.0052, 0.0000, 0.0000],
  "homo_ha": [-0.593, -0.640],
  "total_charge": 3,
  "spin_multiplicity": 5,
  "orbital_gap_ev": [6.424, 4.783],
  "s_squared": 6.0748,
  "e_tot_ev": -47188.7107
}